DFT (ωB97M-V with the def2-TZVPD basis set) results for a structure of composition C12H34N3O4Pb in a non-equilibrium geometry.

Values from the calculation:
**ΔE to the lowest compared entry with this formula, charge and spin**: 2.1259 eV
**Total charge**: +1
**LUMO energy**: -2.35 eV
**HOMO**: -0.394 Eh

XYZ file:
```
54
Properties=species:S:1:pos:R:3:forces:R:3:lowdin_charge:R:1
Pb -0.109 -0.747 -0.113 -0.14 -2.38 0.63 1.56
O -1.017 -2.802 0.589 0.17 0.13 0.18 -0.55
H -1.375 -3.510 1.160 0.26 0.70 -0.51 -0.06
C 1.397 3.290 2.102 2.39 -0.83 0.74 -0.02
C 1.412 1.758 1.733 -0.73 2.18 0.05 -0.40
C 1.148 0.792 2.802 0.19 -1.16 1.39 -0.21
O 1.032 -0.513 2.217 0.31 -0.51 0.89 -0.32
C 0.871 -1.572 3.200 -0.34 0.21 0.18 -0.06
N 0.231 1.670 0.896 -0.04 0.03 -1.27 -0.03
H 1.451 3.869 1.180 -0.33 -0.02 -0.02 0.08
H 2.329 3.546 2.605 0.12 0.12 0.23 0.08
H 0.613 3.651 2.768 -0.35 -0.43 -0.27 0.09
H 2.347 1.426 1.280 -0.10 0.42 -0.56 0.14
H 0.192 0.971 3.295 -0.04 0.39 0.39 0.13
H 1.968 0.834 3.518 -0.06 -0.27 0.33 0.15
H 0.434 -2.460 2.742 0.37 0.19 -0.54 0.08
H 0.149 -1.306 3.971 -0.14 0.50 0.03 0.09
H 1.794 -1.803 3.732 0.24 0.09 -0.35 0.10
H -0.484 1.921 1.564 -0.74 -0.15 -0.22 0.08
H 0.282 2.473 0.286 -0.26 0.03 -0.52 0.08
C 3.072 0.166 -1.357 1.04 -0.70 0.58 -0.05
C 2.235 -0.239 -2.539 -0.35 -0.46 0.34 -0.41
C 2.009 -1.753 -2.639 0.69 0.52 -2.52 -0.26
O 1.661 -2.266 -1.443 0.59 -2.88 3.17 -0.30
C 1.739 -3.749 -1.241 -1.19 0.20 -0.69 -0.01
N 0.953 0.341 -2.254 -1.41 1.46 -0.73 -0.06
H 2.552 -0.002 -0.414 -0.26 0.25 -0.09 0.03
H 3.393 1.205 -1.434 0.04 -0.03 0.08 0.09
H 3.932 -0.492 -1.230 0.37 0.24 -0.33 0.10
H 2.669 0.182 -3.445 0.12 -0.43 -0.28 0.15
H 2.896 -2.161 -3.123 0.38 -0.46 0.40 0.14
H 1.193 -2.005 -3.316 -0.19 0.43 -0.71 0.13
H 2.683 -4.274 -1.391 0.60 1.02 0.10 0.09
H 1.070 -4.265 -1.929 -0.23 0.44 -0.49 0.09
H 1.299 -4.041 -0.288 0.27 0.86 0.25 0.08
H 1.017 1.349 -2.238 0.22 0.36 0.26 0.09
H 0.250 0.188 -2.963 0.06 -0.46 -0.37 0.07
C -3.502 1.524 -2.301 -1.44 0.92 -0.80 -0.08
C -2.430 0.959 -1.492 0.09 -2.26 2.04 -0.46
C -2.972 0.748 -0.009 1.02 0.74 -0.25 -0.14
O -2.082 0.068 0.975 -2.37 1.40 -0.85 -0.41
C -2.769 0.007 2.262 0.94 -0.10 -0.74 -0.03
N -2.038 -0.377 -1.980 0.62 0.65 0.34 0.00
H -3.859 2.406 -1.769 -0.40 0.24 -0.46 0.10
H -4.320 0.832 -2.500 -0.14 -0.06 0.43 0.10
H -3.158 1.796 -3.300 0.21 0.31 0.08 0.10
H -1.640 1.710 -1.470 0.65 -0.45 0.08 0.12
H -3.954 0.275 -0.010 0.07 -0.35 -0.13 0.14
H -3.128 1.792 0.264 -0.08 0.03 0.81 0.12
H -3.563 -0.737 2.201 -0.16 0.28 0.12 0.11
H -3.079 1.023 2.504 -0.44 -0.15 0.13 0.10
H -2.036 -0.310 3.005 0.01 -0.12 -0.16 0.08
H -2.765 -1.010 -1.677 -0.05 -0.43 -0.20 0.10
H -1.992 -0.377 -2.989 -0.06 -0.23 -0.19 0.09
```
Forces are in eV/Å.

=====

DFT (ωB97M-V with the def2-TZVPD basis set) results for a cluster of 2 separate species, C4H17N4 in total.

Values from the calculation:
**ΔE to the lowest compared entry with this formula, charge and spin**: 0.0000 eV
**Total charge**: +1
**LUMO energy**: -2.86 eV
**HOMO**: -0.467 Eh

XYZ file:
```
25
Properties=species:S:1:pos:R:3:forces:R:3:lowdin_charge:R:1
N 1.147 -0.622 1.088 -0.52 -0.17 0.06 0.13
C 0.635 0.628 1.740 0.06 -0.12 0.00 -0.17
C 0.181 0.373 3.168 0.07 -0.08 0.09 -0.29
N -0.039 1.647 3.823 -0.04 -0.03 -0.11 0.01
H 2.014 -0.933 1.522 0.09 0.05 -0.11 0.16
H 0.472 -1.382 1.209 0.08 0.11 0.09 0.16
H 1.247 -0.490 -0.011 0.29 0.02 0.06 0.08
H 1.434 1.363 1.741 0.09 0.04 -0.06 0.13
H -0.177 0.995 1.114 -0.02 0.05 0.02 0.12
H -0.692 -0.290 3.167 -0.05 -0.08 -0.06 0.12
H 0.977 -0.156 3.703 -0.01 0.06 -0.02 0.12
H -0.881 2.093 3.480 -0.02 0.04 0.06 0.08
H -0.147 1.525 4.821 0.02 0.05 0.04 0.08
C -0.771 -0.755 -3.082 -0.02 0.14 0.06 -0.30
C -0.274 -0.015 -1.846 -0.30 -0.07 -0.16 -0.26
N 1.161 -0.229 -1.574 0.10 0.13 -0.03 0.00
N -2.227 -0.784 -3.055 0.01 0.11 -0.27 0.00
H -0.342 -0.301 -3.986 0.03 0.01 0.05 0.12
H -0.410 -1.782 -3.040 0.02 -0.17 0.02 0.11
H -0.483 1.046 -1.952 0.09 0.17 0.03 0.12
H -0.873 -0.360 -1.000 0.02 -0.11 0.06 0.10
H 1.709 0.586 -1.824 -0.01 0.05 -0.07 0.11
H 1.503 -0.979 -2.166 0.09 -0.10 0.10 0.10
H -2.592 0.151 -3.203 -0.04 0.00 0.06 0.08
H -2.574 -1.329 -3.837 -0.03 -0.08 0.11 0.08
```
Forces are in eV/Å.

=====

DFT (ωB97M-V with the def2-TZVPD basis set) results for a cluster of 2 separate species, C4H8F2N in total in a non-equilibrium geometry.

Values from the calculation:
**ΔE to the lowest compared entry with this formula, charge and spin**: 5.7230 eV
**Total charge**: +1
**LUMO energy (spin up / spin down)**: -5.00 / -4.35 eV
**HOMO (spin up / spin down)**: -0.481 / -0.494 Eh

XYZ file:
```
15
Properties=species:S:1:pos:R:3:forces:R:3:lowdin_charge:R:1
C 0.840 -0.298 0.071 -1.81 0.94 1.46 -0.16
C -0.073 -0.606 1.240 -2.36 -0.03 -0.47 -0.23
C -0.625 0.366 0.218 1.29 -1.30 -1.45 -0.11
C -2.340 0.072 -1.713 2.20 -1.83 1.41 0.26
N 2.074 0.418 0.389 3.04 -2.00 2.54 0.18
F -0.746 -1.806 1.259 0.87 0.17 -0.22 0.03
F -0.528 1.672 0.539 -0.21 0.21 0.16 0.02
H 1.121 -1.035 -0.602 -0.35 -1.48 -1.35 0.13
H 0.032 -0.273 2.273 0.65 0.29 -0.25 0.17
H -1.561 0.670 -2.158 -0.78 0.76 -0.09 0.02
H -3.206 0.261 -1.115 -0.16 1.07 0.05 0.03
H -2.327 -0.975 -2.056 0.23 0.46 0.29 0.04
H 2.785 -0.310 0.947 -1.89 1.91 -2.21 0.26
H 1.990 1.080 1.172 -0.31 0.72 -0.91 0.17
H 2.565 0.764 -0.465 -0.42 0.13 1.05 0.19
```
Forces are in eV/Å.

=====

DFT (ωB97M-V with the def2-TZVPD basis set) results for a structure of composition C4H11NSi in a non-equilibrium geometry.

Values from the calculation:
**ΔE to the lowest compared entry with this formula, charge and spin**: 1.9064 eV
**LUMO energy**: 0.89 eV
**HOMO**: -0.309 Eh

XYZ file:
```
17
Properties=species:S:1:pos:R:3:forces:R:3:lowdin_charge:R:1
C -2.763 -0.425 0.701 0.24 -2.27 1.73 -0.18
C -1.904 0.415 0.173 3.49 -1.04 -0.33 -0.17
C 1.155 1.007 -1.443 -1.95 -1.92 -0.60 -0.20
C 0.901 -1.755 0.278 -0.51 -1.48 2.23 -0.23
N 1.303 0.918 1.409 -0.11 -1.02 0.48 -0.07
Si 0.533 0.072 0.127 -2.49 1.35 -1.17 0.56
H -3.761 -0.264 1.107 -0.23 0.58 -0.87 0.03
H -2.455 -1.461 1.037 0.07 1.12 -0.39 0.04
H -2.217 1.343 -0.224 -0.27 1.19 -0.05 -0.01
H 0.856 0.547 -2.443 0.20 0.41 1.38 0.05
H 0.637 1.955 -1.380 0.32 0.51 -0.08 0.01
H 2.216 1.051 -1.436 0.92 0.46 0.15 0.00
H 1.910 -1.943 -0.135 -0.59 -0.10 -0.06 0.02
H 0.999 -2.080 1.440 -0.34 0.86 -2.60 0.08
H 0.090 -2.441 -0.163 1.40 1.12 0.46 0.05
H 1.204 0.479 2.297 -0.11 -0.83 0.64 0.01
H 1.528 1.843 1.686 -0.04 1.07 -0.92 0.03
```
Forces are in eV/Å.